Record 1
Density functional theory data (the ωB97M-V functional and the def2-TZVPD basis) for C5H6AgLiO4 as an isolated structure in a non-equilibrium geometry.

- max |F| (Eh/bohr) = 0.1540
- HOMO energy (alpha / beta) (Ha) = -0.2443 / -0.2443
- E_LUMO (alpha / beta) (hartree) = -0.061 / -0.061

The geometry in XYZ format:
```
17
Properties=species:S:1:pos:R:3:forces:R:3
O 3.294 0.218 0.758 0.264 0.156 0.327
C 2.211 0.730 0.375 0.321 -0.016 -0.074
O 1.807 1.850 0.774 -0.030 0.592 0.296
O 1.525 0.033 -0.541 -0.300 -0.175 0.135
C 0.315 0.575 -1.074 0.082 -3.293 -3.159
Li 3.529 1.903 1.722 -0.598 -0.566 -0.537
H 0.287 0.200 -2.107 0.707 -0.004 -0.119
H 0.434 1.655 -1.218 -0.828 -0.248 1.039
C -1.434 1.008 0.100 -2.455 -1.820 1.405
C -1.001 -0.199 -0.387 1.088 7.766 1.101
H -1.803 1.786 -0.576 1.186 0.406 0.456
H -1.660 1.045 1.171 -1.119 0.309 -0.152
Ag -2.728 -4.165 -0.193 0.248 1.915 0.562
O -2.423 -1.888 0.424 -0.698 -1.885 -0.319
C -1.125 -1.482 0.314 1.545 -0.426 -3.233
H -0.588 -1.498 1.286 0.482 -0.622 -0.738
H -0.642 -1.771 -0.827 0.104 -2.090 3.012
```
Positions in Å, forces in eV/Å.


Record 2
Density functional theory data (the ωB97M-V functional and the def2-TZVPD basis) for C5H6BiCl2O4RuS as an isolated structure in a non-equilibrium geometry.

- total charge = +4
- max |F| (Eh/bohr) = 0.1841
- spin multiplicity = 6
- HOMO energy (alpha / beta) (Ha) = -0.8916 / -0.9753
- E_LUMO (alpha / beta) (hartree) = -0.658 / -0.734

The geometry in XYZ format:
```
20
Properties=species:S:1:pos:R:3:forces:R:3
Bi 0.177 -1.577 -2.775 0.478 -2.922 -5.225
Ru -0.142 -0.105 -0.869 2.407 4.848 1.434
Cl -1.352 1.612 -1.704 0.736 -1.653 0.341
Cl 1.662 -1.586 -0.351 -1.277 0.686 -0.609
C -1.442 -0.970 0.063 -6.614 -4.068 5.415
C -0.344 -0.115 -5.015 -0.315 2.147 -3.194
C 0.296 -2.644 -5.489 0.553 -0.665 -3.461
O -2.219 -1.484 0.772 4.025 2.599 -3.827
O -0.392 0.401 -6.035 0.127 -1.811 3.688
O 0.367 -2.764 -6.623 -0.282 0.249 3.932
C -0.606 1.877 3.068 -0.704 1.639 -0.053
S 0.899 1.476 2.142 -2.014 -1.760 -0.242
C 1.272 -0.082 2.965 1.506 -0.051 -0.091
O 0.367 1.163 0.734 0.731 0.756 1.727
H -0.302 2.113 4.093 0.190 0.116 -0.020
H -1.280 1.008 3.046 0.436 -0.039 -0.215
H -1.054 2.760 2.588 0.051 -0.158 0.284
H 0.858 -0.026 3.975 0.005 0.184 0.010
H 0.871 -0.926 2.400 -0.070 0.233 -0.072
H 2.363 -0.133 3.015 0.030 -0.331 0.176
```
Positions in Å, forces in eV/Å.


Record 3
Density functional theory data (the ωB97M-V functional and the def2-TZVPD basis) for one molecule with the formula C5H6Br2 in a non-equilibrium geometry.

- max |F| (Eh/bohr) = 0.0646
- HOMO energy (alpha / beta) (Ha) = -0.3141 / -0.3070
- E_LUMO (alpha / beta) (hartree) = -0.011 / -0.016

The geometry in XYZ format:
```
13
Properties=species:S:1:pos:R:3:forces:R:3
C -0.520 -1.249 0.279 -0.339 -0.343 0.127
C 0.341 -1.152 -0.907 0.795 0.253 -1.127
C 1.097 0.597 0.920 -0.212 -0.151 -1.874
C -0.850 1.170 -0.439 2.986 1.355 -0.525
C 0.079 0.046 0.016 0.158 1.375 -1.944
Br 2.487 1.693 0.262 -0.251 -0.391 0.209
Br -2.410 1.552 0.457 -0.582 -0.064 0.351
H -1.548 -1.343 0.114 -1.476 -0.070 -0.040
H -0.179 -1.618 1.196 0.552 -1.342 0.944
H 1.290 -1.703 -0.963 -0.194 0.696 0.447
H -0.089 -1.036 -1.911 -0.228 -0.286 0.659
H 0.633 0.897 1.791 -0.127 0.961 2.246
H -0.331 2.146 -0.814 -1.080 -1.993 0.525
```
Positions in Å, forces in eV/Å.


Calculated total energy (Eh)
-649.372331; -2121.057862; -5341.982550
Relative energy (zero: lowest compared OMol25 entry of this formula, charge and spin) (kcal/mol)
0.0; 16.8; 82.6